[1]
Computed, not measured: 14 unconnected molecules or ions with the total composition C28H84N4O14 in a non-equilibrium geometry, with ωB97M-V/def2-TZVPD.

LUMO energy: 0.351 eV
HOMO-LUMO gap: 9.377 eV
Highest occupied orbital energy: -9.0 eV

Geometry as ORCA input:
```
! wB97M-V def2-TZVPD RIJCOSX def2/J DEFGRID3
* xyz 0 1
C 3.53650 -2.83690 -0.18335
O 4.59950 -3.26090 -0.91535
H 3.28050 -1.81190 -0.15835
H 3.73650 -2.95890 0.83665
H 2.64050 -3.31390 -0.40335
H 5.36450 -2.76990 -0.55035
C 1.70250 -0.89090 -2.52335
O 3.00150 -1.27890 -2.87935
H 0.92750 -1.08690 -3.23335
H 1.66850 0.17210 -2.29035
H 1.44950 -1.56590 -1.68235
H 3.60850 -0.84090 -2.21135
C -3.75150 1.48410 1.36865
O -3.44850 0.31110 0.67565
H -4.85350 1.71610 1.21765
H -3.17850 2.34710 1.05965
H -3.65650 1.29510 2.35665
H -3.99350 -0.36390 1.07865
C 1.60850 -2.95590 2.81765
O 0.86150 -3.09090 1.62465
H 2.66750 -2.67690 2.70465
H 1.65250 -3.97490 3.33065
H 1.10750 -2.25990 3.38365
H 1.13550 -3.93690 1.18365
C -2.81050 2.64410 -2.02635
O -3.23750 3.37810 -3.15035
H -1.82750 2.92610 -1.75535
H -2.74850 1.58010 -2.27735
H -3.52450 2.72310 -1.18735
H -2.90150 4.23210 -3.11435
C -0.08050 -0.30390 0.21565
O 1.25950 -0.31790 0.48265
N -0.85350 -1.21990 0.66265
N -0.71550 0.57610 -0.51435
H -0.41150 -1.96190 1.16965
H -1.82350 -1.24990 0.45465
H -0.12450 1.32510 -0.82635
H -1.72350 0.84410 -0.53635
C -2.70550 -4.18990 3.78265
O -3.60050 -5.23090 4.05965
N -1.85250 -4.18290 2.77565
N -2.69150 -2.96590 4.32065
H -1.98350 -4.75690 1.90065
H -1.09750 -3.55690 2.59665
H -3.47650 -2.88790 5.01965
H -2.08250 -2.16090 4.05165
C -0.29550 1.37210 -3.88835
C 1.14850 1.64110 -4.40735
C 0.89450 1.87910 -5.91235
O 1.81150 2.55310 -3.98935
H -0.72450 0.55910 -4.34435
H -0.98550 2.22510 -4.00635
H -0.29650 1.22910 -2.86835
H 1.71850 0.75410 -4.30535
H 0.08350 1.37810 -6.40035
H 1.86150 1.72810 -6.41235
H 0.54550 2.92410 -6.18235
H 2.49950 2.72410 -4.67135
C -3.96450 -1.04790 -2.31735
C -2.65750 -1.72090 -2.35535
C -2.86250 -2.74990 -3.48435
O -1.67750 -1.02390 -2.58035
H -4.38950 -0.54490 -3.17035
H -4.09750 -0.34290 -1.50135
H -4.76150 -1.76090 -2.24535
H -2.64250 -2.23390 -1.31035
H -3.76750 -3.29490 -3.33635
H -2.11250 -3.59390 -3.52935
H -2.85350 -2.21990 -4.40835
H -1.44250 -0.62990 -1.73535
C -5.90850 -1.45290 1.09265
C -4.88550 -2.26290 1.72865
C -3.97450 -3.07990 0.76065
O -4.10050 -1.60190 2.40865
H -6.71550 -2.03590 0.59365
H -5.49150 -0.79790 0.33665
H -6.20250 -0.77290 1.92565
H -5.41550 -2.91090 2.42765
H -2.92050 -2.76490 0.65165
H -4.32750 -2.99990 -0.29535
H -4.11150 -4.09590 0.98965
H -3.51850 -2.20390 2.91665
C 3.13150 1.98410 1.84065
C 3.44250 0.99710 3.01065
C 3.96850 -0.27090 2.33365
O 4.33350 1.35710 3.84365
H 2.48650 1.46810 1.22865
H 4.02450 2.29010 1.24765
H 2.68250 2.82710 2.16165
H 2.62550 0.80510 3.65265
H 4.91550 -0.01690 1.85065
H 3.40050 -0.92490 1.64465
H 4.16150 -0.93090 3.15165
H 4.01150 2.28210 4.09765
C 6.69250 1.60510 -1.74135
C 5.52250 0.72110 -1.29235
C 4.14650 1.37210 -1.46135
O 5.39450 -0.35390 -1.84035
H 7.58250 1.19310 -1.45135
H 6.58250 2.66210 -1.29935
H 6.70250 1.60710 -2.82035
H 5.68250 0.58110 -0.20835
H 3.76450 1.47910 -2.48035
H 4.17350 2.37610 -1.06435
H 3.41650 0.78110 -0.90935
H 5.99450 -0.99790 -1.49435
C -1.20950 0.10110 5.54265
C -1.29050 0.34810 4.02765
C 0.08450 0.70810 3.52165
O -1.72250 -0.55790 3.25565
H -2.10750 -0.40290 5.88065
H -0.94750 1.08110 5.97565
H -0.41850 -0.55990 5.83665
H -2.01950 1.09910 3.90765
H 0.51150 1.50710 4.11165
H 0.02150 0.96910 2.53065
H 0.74150 -0.07790 3.59665
H -1.74850 -0.16290 2.37065
C 0.79250 4.78710 -1.93535
C 1.09050 3.69710 -0.86935
C 0.02850 3.79210 0.26165
O 1.05650 2.52010 -1.33735
H 1.54250 4.81110 -2.75835
H 0.41850 5.71910 -1.56935
H -0.15350 4.45510 -2.37935
H 2.00850 3.96410 -0.34335
H -0.95650 3.77210 -0.04135
H 0.18450 4.61310 1.00365
H 0.01650 2.82210 0.83965
H 1.12350 2.58410 -2.31535
*
```

Löwdin population analysis, charges in e, atoms 1 to 4:
1. C -0.21
2. O -0.05
3. H 0.04
4. H 0.06

[2]
Computed, not measured: 14 unconnected molecules or ions with the total composition C28H84O14 in a non-equilibrium geometry, with ωB97M-V/def2-TZVPD.

LUMO energy: 0.140 eV
HOMO-LUMO gap: 9.633 eV
Highest occupied orbital energy: -9.5 eV

Geometry as ORCA input:
```
! wB97M-V def2-TZVPD RIJCOSX def2/J DEFGRID3
* xyz 0 1
C 1.09268 -0.80379 3.87963
C 0.82854 -1.95869 4.82427
O 1.58791 -1.81366 6.03773
H 0.32814 -0.79059 3.09574
H 2.05049 -0.97415 3.38609
H 1.05721 0.14351 4.41442
H 1.05743 -2.90637 4.34270
H -0.22795 -1.98391 5.11050
H 1.01588 -1.40035 6.68827
C -2.63871 4.35576 0.28707
C -1.32701 4.97602 0.74030
O -0.57484 5.28680 -0.44583
H -3.12407 5.00311 -0.44103
H -3.31059 4.26423 1.14480
H -2.44576 3.35138 -0.08494
H -0.74652 4.27588 1.34545
H -1.51161 5.88643 1.31568
H 0.34314 5.01636 -0.33949
C 1.80517 3.16333 3.71813
C 2.74670 2.23738 2.98189
O 2.26273 1.94960 1.65787
H 2.13661 3.24489 4.75656
H 0.79233 2.76635 3.71165
H 1.83953 4.15971 3.27571
H 2.78107 1.27856 3.49405
H 3.76362 2.63561 2.92418
H 2.13056 2.79691 1.20313
C -0.97820 3.21618 -3.45251
C -2.01858 4.30478 -3.59956
O -1.50685 5.54921 -3.15154
H -0.74583 3.05269 -2.39231
H -0.06918 3.48405 -3.98934
H -1.30068 2.21684 -3.76561
H -2.94984 4.07627 -3.06848
H -2.27838 4.42573 -4.65335
H -1.23294 5.42524 -2.22900
C -2.68164 0.13337 4.16606
C -2.43613 0.62167 2.75602
O -3.51561 1.42285 2.27130
H -3.49043 -0.60070 4.17741
H -2.91021 0.94513 4.85322
H -1.79429 -0.39454 4.53002
H -2.26633 -0.22499 2.08096
H -1.52934 1.22935 2.70512
H -4.22259 0.82010 2.02356
C -4.30769 1.73751 -2.17544
C -5.54895 2.55713 -1.92406
O -6.54739 2.32731 -2.92612
H -4.02302 1.82911 -3.22717
H -4.46093 0.65915 -2.05824
H -3.46625 2.03690 -1.55110
H -5.33897 3.62370 -1.98976
H -5.97621 2.34228 -0.93872
H -6.93256 1.45797 -2.78596
C -3.19149 -1.49820 -5.98847
C -2.99750 -0.97254 -4.58868
O -1.62505 -0.92309 -4.22175
H -4.23329 -1.39253 -6.29739
H -2.91105 -2.55238 -6.05871
H -2.56038 -0.95491 -6.69205
H -3.54701 -1.55864 -3.84370
H -3.40361 0.04520 -4.53557
H -1.52599 -1.54458 -3.48314
C -3.36987 -3.88997 -1.47581
C -1.89467 -3.79517 -1.85173
O -1.43632 -2.44714 -1.90227
H -3.71150 -4.92141 -1.59523
H -3.97641 -3.24076 -2.10570
H -3.50835 -3.62372 -0.42706
H -1.71637 -4.23750 -2.83172
H -1.32458 -4.35373 -1.10172
H -1.24999 -2.12654 -0.99772
C 5.42042 -1.14053 -0.40797
C 4.55203 0.03361 -0.05712
O 3.67186 -0.32225 1.00355
H 4.82950 -1.99807 -0.74304
H 6.02827 -1.45605 0.43978
H 6.07517 -0.88934 -1.24505
H 3.96377 0.38372 -0.91785
H 5.18136 0.89601 0.20713
H 3.19716 0.47199 1.30492
C -1.36318 -4.99137 1.73741
C 0.06625 -4.58361 1.46768
O 0.42507 -3.54157 2.36225
H -1.53474 -5.10652 2.80844
H -1.58449 -5.95540 1.27358
H -2.07917 -4.26224 1.35421
H 0.18251 -4.24053 0.43067
H 0.74156 -5.43800 1.60193
H 1.37283 -3.33717 2.23166
C 3.81456 -4.78812 2.82857
C 4.17283 -3.48693 2.15949
O 2.96894 -2.79670 1.81299
H 3.24556 -5.43600 2.15850
H 3.19900 -4.60563 3.71036
H 4.72301 -5.29663 3.15126
H 4.82301 -3.60828 1.28855
H 4.73905 -2.86814 2.87025
H 3.18656 -1.93321 1.41292
C 2.21430 -1.88203 -2.66861
C 2.07447 -3.10172 -1.79214
O 3.28188 -3.88270 -1.86087
H 1.44435 -1.16391 -2.38241
H 2.17646 -2.04732 -3.74164
H 3.17864 -1.42886 -2.42165
H 1.21154 -3.70777 -2.08344
H 1.96624 -2.77616 -0.75103
H 3.19339 -4.62859 -1.26131
C 2.43857 4.14427 -1.99148
C 3.29133 3.96789 -0.77014
O 2.57441 4.43894 0.39162
H 1.45752 3.68913 -1.82894
H 2.86151 3.68749 -2.88448
H 2.24225 5.20385 -2.16619
H 4.23717 4.50442 -0.87635
H 3.55315 2.91809 -0.61673
H 3.04483 5.19962 0.74180
C -0.48679 0.60716 -0.62022
C 0.25624 -0.37880 0.24661
O -0.65050 -1.46340 0.53416
H -0.95850 0.14870 -1.48538
H 0.20105 1.40770 -0.90686
H -1.22919 1.09957 0.01585
H 0.57044 0.06465 1.19305
H 1.15656 -0.76812 -0.23673
H -0.32026 -2.00225 1.26698
*
```

Löwdin population analysis, charges in e, atoms 1 to 4:
1. C -0.08
2. C -0.29
3. O -0.08
4. H 0.05

- Look up the highest occupied orbital energy of the first one.
  -9.0 eV

- Among the records above, which one has the lowest LUMO energy?
  C28H84O14

- Number 1 is which compound?
  C28H84N4O14

- What is the formula in the first record?
  C28H84N4O14